{"formula": "C26H38N5S2Si2V", "method": "ωB97M-V/def2-TZVPD", "homo_energy_ev": [-2.44, -2.33], "max_force_ev_per_a": 2.32, "total_charge": -1, "spin_multiplicity": 2, "total_energy_ha": -3606.7363, "gap_ev": [4.858, 4.750], "elements": ["V", "C", "C", "C", "C", "N", "C", "C", "C", "C", "C", "C", "N", "H", "H", "H", "H", "H", "H", "H", "H", "C", "Si", "C", "C", "N", "C", "C", "C", "C", "C", "C", "N", "Si", "C", "C", "C", "H", "H", "H", "H", "H", "H", "H", "H", "H", "H", "H", "H", "H", "H", "H", "H", "H", "H", "H", "H", "H", "H", "C", "H", "H", "H", "S", "C", "N", "C", "C", "S", "H", "H", "H", "H", "H"], "coordinates": [[0.563, 1.272, 0.236], [3.919, -0.606, -0.723], [3.657, -1.862, -1.181], [2.360, -2.567, -1.208], [1.329, -2.527, -0.102], [1.976, 0.041, 0.681], [3.086, 0.290, -0.028], [-0.129, -2.420, -0.322], [-0.963, -3.533, -0.362], [-2.334, -3.355, -0.449], [-2.827, -2.055, -0.499], [-1.925, -1.007, -0.450], [-0.612, -1.166, -0.348], [4.912, -0.223, -0.946], [4.447, -2.401, -1.689], [1.944, -2.673, -2.215], [3.427, 1.323, 0.008], [-0.538, -4.522, -0.328], [-3.005, -4.204, -0.464], [-3.886, -1.859, -0.574], [-2.265, 0.017, -0.504], [0.394, 0.309, 3.786], [-0.400, 1.947, 3.192], [-1.751, 2.323, 4.520], [0.910, 3.311, 3.566], [-0.785, 1.820, 1.518], [-1.945, 2.138, 0.876], [-3.177, 2.368, 1.491], [-4.302, 2.717, 0.761], [-4.227, 2.829, -0.614], [-3.030, 2.564, -1.257], [-1.878, 2.212, -0.554], [-0.677, 1.914, -1.132], [-0.404, 1.760, -2.815], [-1.240, 0.211, -3.617], [1.470, 1.498, -3.085], [-0.857, 3.226, -3.993], [0.540, 0.295, 4.864], [1.367, 0.184, 3.319], [-0.208, -0.554, 3.516], [-1.286, 2.366, 5.502], [-2.514, 1.552, 4.557], [-2.240, 3.278, 4.354], [1.216, 3.263, 4.608], [0.541, 4.314, 3.375], [1.795, 3.158, 2.957], [-3.255, 2.268, 2.560], [-5.236, 2.904, 1.272], [-5.096, 3.117, -1.191], [-2.979, 2.634, -2.332], [-0.879, -0.694, -3.136], [-1.010, 0.139, -4.678], [-2.321, 0.231, -3.512], [1.835, 0.662, -2.493], [2.043, 2.379, -2.814], [1.673, 1.283, -4.130], [-1.921, 3.280, -4.201], [-0.349, 3.108, -4.947], [-0.556, 4.180, -3.574], [1.494, 3.134, 0.234], [1.742, 3.437, -0.788], [2.420, 3.168, 0.821], [0.827, 3.897, 0.636], [1.776, -1.496, 1.337], [2.137, -3.779, -0.362], [1.586, -4.958, -0.952], [1.591, -6.077, -0.012], [2.049, -5.550, 1.346], [3.308, -4.298, 0.935], [2.099, -5.195, -1.794], [2.273, -6.865, -0.350], [0.583, -6.509, 0.053], [2.487, -6.319, 1.975], [1.235, -5.046, 1.869]], "forces_ev_per_a": [[2.2262, -0.2338, -0.0115], [-0.3894, -0.6196, -0.5115], [0.3126, 0.3066, 0.0941], [0.0487, -0.2065, -0.1935], [0.2768, 0.7412, 0.5704], [-1.8816, -0.2419, 0.7867], [1.2682, 1.6997, -0.9387], [-0.3405, 0.0655, -0.0460], [-0.1902, 0.0120, -0.0173], [0.0174, 0.5503, 0.0475], [-0.0131, -0.5037, -0.0166], [-0.0982, 0.1686, -0.0726], [0.0128, -0.2053, -0.2915], [-0.0190, 0.0398, 0.0157], [0.1178, 0.0006, -0.0246], [-0.1545, -0.1138, 0.1366], [0.1310, -0.1559, 0.2873], [0.0252, 0.0006, -0.0341], [-0.0021, -0.0405, -0.0222], [-0.0562, 0.0727, 0.0102], [-0.1492, -0.0674, 0.0318], [-0.2723, 0.6386, -0.2929], [0.8202, 0.0290, 1.5481], [0.1984, -0.1463, -0.8208], [-0.5028, -0.6004, -0.3498], [0.4678, -0.6200, 0.7805], [-1.2906, 0.5610, -0.7282], [0.3616, -0.0839, -0.0514], [-0.2942, 0.1107, -0.2478], [-0.3681, 0.0292, 0.2244], [0.3647, -0.0958, 0.0470], [-1.1871, 0.5959, 0.5711], [0.1689, -0.3897, -0.8203], [0.6181, -0.3676, -1.4747], [0.2244, 0.6291, 0.5182], [-0.7862, 0.0767, 0.2400], [-0.0316, -0.4681, 0.7503], [-0.0258, 0.1452, 0.2165], [0.1183, -0.0133, -0.0019], [-0.1095, -0.1090, -0.0764], [0.2813, -0.0416, 0.0693], [-0.2105, -0.1675, -0.0010], [-0.1263, 0.1931, -0.0705], [-0.0427, -0.1051, 0.2448], [-0.1186, 0.1624, -0.1091], [0.1698, 0.0064, -0.1289], [0.0034, 0.0049, 0.1449], [-0.0808, 0.0103, 0.0549], [-0.0687, -0.0023, -0.0363], [0.0020, 0.0208, -0.2170], [0.0776, -0.1458, 0.1030], [0.0907, 0.1135, -0.1718], [-0.2405, 0.0113, 0.0400], [0.1749, -0.1235, 0.0862], [0.1164, 0.1309, 0.1202], [-0.0734, -0.0818, -0.2501], [-0.2385, 0.0119, -0.0194], [0.1771, -0.1615, -0.1111], [0.0822, 0.2174, 0.1325], [0.1924, -0.0075, 0.1100], [0.0264, -0.1621, -0.0427], [0.0601, -0.1169, -0.0114], [-0.1394, 0.0288, 0.0147], [-0.0282, -0.8017, 0.1939], [0.5775, 0.0567, 0.3844], [-0.1316, -0.0934, -0.4704], [-0.2125, -0.2820, 0.1086], [0.3234, 0.2338, -0.1913], [-0.1674, -0.1156, -0.2206], [-0.0044, 0.1287, 0.1705], [-0.0753, 0.0896, 0.0086], [0.0923, -0.0423, 0.1033], [-0.0711, -0.0666, 0.0475], [-0.0345, -0.0941, 0.0819]], "mulliken_spin": [0.903, -0.037, 0.064, -0.012, -0.009, -0.002, 0.077, 0.016, -0.002, 0.000, 0.001, 0.017, 0.001, -0.003, 0.004, 0.010, 0.002, 0.000, 0.000, 0.000, -0.017, 0.008, 0.001, 0.000, 0.003, -0.034, 0.011, 0.000, -0.001, -0.002, -0.003, 0.054, -0.049, 0.019, -0.002, 0.009, 0.000, -0.001, -0.001, 0.001, 0.000, 0.000, 0.000, 0.000, 0.000, -0.001, 0.001, 0.000, 0.000, 0.001, 0.001, 0.000, 0.000, -0.006, 0.001, 0.000, 0.000, 0.000, 0.000, -0.042, 0.004, -0.003, 0.000, 0.013, 0.002, 0.001, 0.000, 0.000, 0.000, 0.000, 0.000, 0.000, 0.000, 0.000]}